[1]
DFT (ωB97M-V/def2-TZVPD) results for a cluster of 2 separate species, C4H14N2O2 in total at a distorted geometry.

Cartesian coordinates (Å):
C -2.648 -0.265 -0.822
N -1.932 0.831 -0.139
C -1.563 0.616 1.270
C -0.229 -0.148 1.314
N 0.780 0.449 0.439
C 2.151 0.147 0.669
O 2.653 -0.995 0.015
H -2.563 -0.148 -1.902
H -3.668 -0.419 -0.412
H -2.096 -1.131 -0.471
H -2.381 1.741 -0.168
H -2.361 0.019 1.857
H -1.385 1.677 1.583
H 0.143 -0.151 2.382
H -0.289 -1.205 1.054
H 0.595 1.441 0.368
H 2.726 1.008 0.316
H 2.422 0.018 1.730
H 2.298 -1.023 -0.886
O 0.778 -0.412 -2.271
H 0.199 -1.044 -2.716
H 0.524 -0.547 -1.337

Output
**HOMO energy**: -0.324 Ha
**Strongest force on any atom**: 0.0363 Eh/bohr
**SMILES**: CNCCNCO.O
**Calculated total energy**: -11449.2463 eV
**Energy relative to the best compared isomer or geometry (same formula, charge and spin)**: 33.3 kcal per mole

Atom charges from the natural (NBO) analysis, given in e for atoms 1 to 2:
1. C -0.420
2. N -0.637



[2]
DFT (ωB97M-V/def2-TZVPD) results for the ion C3H7O with charge -1 at a distorted geometry.

Cartesian coordinates (Å):
C 0.581 1.112 -0.432
C -0.201 0.235 0.539
C -0.391 -1.264 0.078
O -1.082 -1.953 0.992
H -0.064 1.338 -1.290
H 1.445 0.615 -0.888
H 0.920 2.038 0.040
H 0.274 0.178 1.517
H -1.236 0.553 0.598
H -0.844 -1.145 -0.958
H 0.598 -1.708 -0.195

Output
**HOMO energy**: -0.073 Ha
**Net charge**: -1
**Strongest force on any atom**: 0.0288 Eh/bohr
**SMILES**: CCC[O-]
**Calculated total energy**: -5271.2101 eV
**Energy relative to the best compared isomer or geometry (same formula, charge and spin)**: 11.0 kcal per mole

Atom charges from the natural (NBO) analysis, given in e for atoms 1 to 2:
1. C -0.618
2. C -0.445



[3]
DFT (ωB97M-V/def2-TZVPD) results for a structure of composition C11H24CuNO3 at a distorted geometry.

Cartesian coordinates (Å):
Cu 1.770 -0.045 2.065
C -2.736 -0.179 0.548
C -1.943 -0.531 -0.711
C -2.572 0.290 -1.878
C -1.623 0.396 -3.044
C -0.378 1.108 -2.571
C 0.392 0.317 -1.512
N -0.584 -0.030 -0.484
O 0.042 -0.585 0.635
C 1.394 1.348 -0.938
C 1.184 -0.814 -2.192
C -2.075 -2.022 -1.067
H -3.824 -0.128 0.399
H -2.486 0.772 1.022
H -2.596 -0.881 1.375
H -2.766 1.272 -1.435
H -3.542 -0.151 -2.132
H -2.146 0.944 -3.839
H -1.444 -0.604 -3.448
H -0.643 2.093 -2.176
H 0.232 1.336 -3.456
H 2.183 0.816 -0.400
H 0.944 1.943 -0.140
H 1.814 2.038 -1.673
H 0.492 -1.496 -2.694
H 1.767 -1.417 -1.496
H 1.879 -0.332 -2.885
H -1.285 -2.609 -0.594
H -1.978 -2.241 -2.135
H -3.071 -2.364 -0.768
C 3.473 -2.345 3.467
O 3.231 -1.839 2.193
H 2.988 -1.761 4.264
H 3.141 -3.401 3.583
H 4.578 -2.411 3.544
C 1.239 2.726 4.128
O 1.854 2.185 3.029
H 0.187 3.020 3.917
H 1.077 2.013 4.970
H 1.832 3.571 4.526

Output
**HOMO energy**: 0.021 Ha
**Net charge**: -2
**Strongest force on any atom**: 0.0359 Eh/bohr
**Calculated total energy**: -64063.2716 eV
**Energy relative to the best compared isomer or geometry (same formula, charge and spin)**: 0.0 kcal per mole

Atom charges from the natural (NBO) analysis, given in e for atoms 1 to 2:
1. Cu 0.863
2. C -0.601



[4]
DFT (ωB97M-V/def2-TZVPD) results for a structure of composition COPS2 at a distorted geometry.

Cartesian coordinates (Å):
C -0.711 -1.038 -0.575
O -0.456 -2.008 -1.192
P 0.965 0.680 0.799
S 1.880 2.422 0.764
S -1.678 -0.056 0.204

Output
**HOMO energy (spin up / spin down)**: -0.065 / -0.074 Ha
**Net charge**: -1
**Strongest force on any atom**: 0.0210 Eh/bohr
**Calculated total energy**: -34043.9179 eV
**Energy relative to the best compared isomer or geometry (same formula, charge and spin)**: 43.1 kcal per mole

Atom charges from the natural (NBO) analysis, given in e for atoms 1 to 2:
1. C 0.333
2. O -0.551